Entry 1:
The following is a DFT calculation (the ωB97M-V functional and the def2-TZVPD basis) of a 3-piece molecular cluster, C6H15NO2 overall at a distorted geometry.

The HOMO-LUMO gap comes out at 8.80 eV. The SMILES is C/C=C/C/C=C/N.O.O. For the energy above the lowest of the compared OMol25 structures with the same formula, charge and spin, the calculation gives 2.632 eV. The calculation puts the highest occupied orbital energy at -8.197 eV. The value obtained for the electronic energy is -442.78448 Eh.

```
! wB97M-V def2-TZVPD RIJCOSX def2/J DEFGRID3
* xyz 0 1
C -0.37 -0.03 2.88
C -0.67 -0.38 1.43
C -1.39 0.34 0.57
C -1.51 0.12 -0.89
C -0.39 -0.63 -1.63
C -0.13 -1.91 -1.38
N 0.95 -2.62 -1.92
H -0.09 -0.94 3.43
H 0.52 0.59 2.77
H -1.17 0.51 3.35
H -0.12 -1.25 1.12
H -1.86 1.21 1.03
H -2.46 -0.34 -1.22
H -1.61 1.08 -1.42
H 0.24 -0.02 -2.25
H -0.85 -2.43 -0.75
H 1.83 -2.16 -1.74
H 1.03 -3.60 -1.66
O 2.14 0.99 -0.02
H 1.62 0.71 0.76
H 2.91 1.48 0.20
O 0.26 3.03 0.44
H 0.13 2.20 -0.04
H 1.08 3.48 0.18
*
```


Entry 2:
The following is a DFT calculation (the ωB97M-V functional and the def2-TZVPD basis) of C2H4LiMgO as an isolated structure at a distorted geometry.

The HOMO-LUMO gap (spin up / spin down) comes out at 6.91 / 6.20 eV. For the energy above the lowest of the compared OMol25 structures with the same formula, charge and spin, the calculation gives 2.042 eV. The calculation puts the highest occupied orbital energy (spin up / spin down) at -11.819 / -11.540 eV. The value obtained for the electronic energy is -361.05793 Eh.

```
! wB97M-V def2-TZVPD RIJCOSX def2/J DEFGRID3
* xyz 1 1
O 0.86 -0.07 0.36
Li 2.34 -0.83 0.82
Mg 0.14 1.39 -0.52
C -1.93 0.76 0.26
C -1.31 -0.52 0.08
H -2.71 1.05 -0.46
H -2.06 1.14 1.28
H -0.83 -1.39 -0.37
H -2.16 -1.21 0.22
*
```


Entry 3:
The following is a DFT calculation (the ωB97M-V functional and the def2-TZVPD basis) of a 2-piece molecular cluster, C4H8N2O overall at a distorted geometry.

The HOMO-LUMO gap comes out at 8.74 eV. The SMILES is [H]/N=C\[C@@H](C)O.C#N. For the energy above the lowest of the compared OMol25 structures with the same formula, charge and spin, the calculation gives 4.189 eV. The calculation puts the highest occupied orbital energy at -9.091 eV. The value obtained for the electronic energy is -341.84969 Eh.

```
! wB97M-V def2-TZVPD RIJCOSX def2/J DEFGRID3
* xyz 0 1
H -0.87 -1.73 -0.66
N -0.63 -1.08 -1.42
C 0.12 -0.15 -1.01
C -0.11 0.54 0.59
C -1.36 1.39 0.48
O -0.22 -0.46 1.49
H 0.42 0.61 -1.73
H 0.80 1.14 0.72
H -1.49 1.93 1.42
H -1.27 2.12 -0.32
H -2.23 0.76 0.31
H 0.61 -1.09 1.38
C 1.92 -1.22 -0.47
N 1.87 -1.68 0.62
H 2.45 -1.10 -1.39
*
```


Entry 4:
The following is a DFT calculation (the ωB97M-V functional and the def2-TZVPD basis) of a 2-piece molecular cluster, C2H8NO2P overall at a distorted geometry.

The HOMO-LUMO gap (spin up / spin down) comes out at 6.67 / 7.36 eV. For the energy above the lowest of the compared OMol25 structures with the same formula, charge and spin, the calculation gives 0.892 eV. The calculation puts the highest occupied orbital energy (spin up / spin down) at -5.841 / -9.488 eV. The value obtained for the electronic energy is -627.44605 Eh.

```
! wB97M-V def2-TZVPD RIJCOSX def2/J DEFGRID3
* xyz 0 3
C -0.30 -1.59 -0.43
C 0.10 -0.18 -0.25
N -0.73 0.53 0.64
O 2.76 -0.99 -0.21
O 2.35 1.82 -0.55
P 1.87 -0.19 0.59
H 0.47 -2.16 -0.85
H -1.13 -1.66 -1.14
H -0.58 -1.96 0.56
H 0.19 0.29 -1.43
H -1.77 0.54 0.48
H 3.27 1.64 -0.81
H -0.49 0.59 1.58
H 1.83 1.36 -1.26
*
```


Entry 5:
The following is a DFT calculation (the ωB97M-V functional and the def2-TZVPD basis) of a 2-piece molecular cluster, CH3N3O2Si overall at a distorted geometry.

The HOMO-LUMO gap (spin up / spin down) comes out at 9.51 / 9.51 eV. For the energy above the lowest of the compared OMol25 structures with the same formula, charge and spin, the calculation gives 2.340 eV. The calculation puts the highest occupied orbital energy (spin up / spin down) at -10.672 / -10.673 eV. The value obtained for the electronic energy is -644.00539 Eh.

```
! wB97M-V def2-TZVPD RIJCOSX def2/J DEFGRID3
* xyz 0 1
C -2.21 1.49 -0.05
N -2.98 2.15 -0.54
N 0.25 0.07 -0.75
N -1.97 -1.27 -0.02
O -2.79 -1.68 0.76
O -1.72 -1.82 -1.10
Si -1.02 0.17 0.36
H 0.32 -0.75 -1.38
H 0.98 0.71 -0.77
H -0.48 0.02 2.51
*
```


Entry 6:
The following is a DFT calculation (the ωB97M-V functional and the def2-TZVPD basis) of a 2-piece molecular cluster, C5H12N2O overall at a distorted geometry.

The HOMO-LUMO gap comes out at 4.16 eV. For the energy above the lowest of the compared OMol25 structures with the same formula, charge and spin, the calculation gives 9.021 eV. The calculation puts the highest occupied orbital energy at -7.950 eV. The value obtained for the electronic energy is -382.17101 Eh.

```
! wB97M-V def2-TZVPD RIJCOSX def2/J DEFGRID3
* xyz 0 1
C -1.40 -0.84 -1.10
C -2.20 -0.31 0.13
N -1.64 0.65 0.90
C -0.39 1.23 0.51
C 2.00 0.17 -1.28
N 3.10 0.10 -0.28
C 2.95 -0.36 1.07
O -3.36 -0.66 0.30
H -0.40 -0.92 -0.68
H -1.55 -0.06 -1.85
H -1.91 -1.72 -1.45
H -0.23 1.97 1.31
H 0.44 0.48 0.63
H -0.20 1.70 -0.45
H 2.31 -0.57 -2.02
H 2.10 1.23 -1.58
H 4.05 0.10 -0.62
H 3.73 0.00 1.77
H 2.91 -1.44 1.10
H 2.01 -0.05 1.54
*
```


Entry 7:
The following is a DFT calculation (the ωB97M-V functional and the def2-TZVPD basis) of one molecule with the formula C7H10.

The HOMO-LUMO gap comes out at 10.99 eV. The SMILES is C#CC[C@@H]1C[C@@H]1C. For the energy above the lowest of the compared OMol25 structures with the same formula, charge and spin, the calculation gives 2.497 eV. The calculation puts the highest occupied orbital energy at -9.873 eV. The value obtained for the electronic energy is -272.62622 Eh.

```
! wB97M-V def2-TZVPD RIJCOSX def2/J DEFGRID3
* xyz 0 1
C -2.18 0.17 2.36
C -1.72 -0.25 1.33
C -1.18 -0.77 0.07
C -0.52 0.30 -0.79
C 0.52 -0.13 -1.79
C 0.92 0.71 -0.60
C 1.81 0.17 0.49
H -2.58 0.53 3.28
H -0.46 -1.57 0.29
H -1.99 -1.24 -0.51
H -1.21 1.08 -1.10
H 0.53 0.32 -2.78
H 0.81 -1.18 -1.78
H 1.11 1.76 -0.84
H 2.77 -0.16 0.09
H 2.00 0.93 1.25
H 1.36 -0.69 1.01
*
```


Entry 8:
The following is a DFT calculation (the ωB97M-V functional and the def2-TZVPD basis) of a 2-piece molecular cluster, C3H9N2PS overall at a distorted geometry.

The HOMO-LUMO gap (spin up / spin down) comes out at 6.18 / 8.66 eV. For the energy above the lowest of the compared OMol25 structures with the same formula, charge and spin, the calculation gives 5.314 eV. The calculation puts the highest occupied orbital energy (spin up / spin down) at -8.989 / -9.158 eV. The value obtained for the electronic energy is -968.58726 Eh.

```
! wB97M-V def2-TZVPD RIJCOSX def2/J DEFGRID3
* xyz 0 1
C -0.92 -0.31 1.92
C 0.85 -0.68 -2.50
C 0.42 0.39 1.78
N 1.18 0.11 0.70
N -0.12 0.06 -1.69
P -0.95 1.34 -2.12
S -1.84 2.03 -0.53
H -1.11 -0.87 2.84
H -1.69 0.53 1.81
H -1.19 -0.79 1.05
H 1.50 -0.14 -3.15
H 1.63 -1.09 -1.73
H 0.29 -1.49 -3.01
H 0.20 1.43 2.00
H 0.97 0.03 2.55
H 0.78 -0.56 0.09
*
```


> Among the records above, which one has the lowest energy above the lowest of the compared OMol25 structures with the same formula, charge and spin?

C2H8NO2P